i | ORCA calculation (the ωB97M-V functional and the def2-TZVPD basis) on one molecule with the formula C2H4N2OS2.

Element x y z (Å)
N  0.14  -0.72  -1.92
C  0.62  -0.24  -0.77
S  2.30  -0.04  -0.62
N  -0.31  -0.06  0.30
S  -1.99  -0.06  -0.01
C  0.02  0.52  1.52
O  -0.79  0.81  2.37
H  -0.87  -0.82  -2.07
H  0.75  -0.76  -2.75
H  -2.30  -0.07  1.32
H  1.10  0.69  1.55

The molecular weight is 136.201 g/mol. As for the structure (SMILES): NC(=S)N(S)C=O. The gap between HOMO and LUMO is 9.1 eV. For the HOMO energy, the calculation gives -8.9 eV. The value obtained for the lowest unoccupied orbital energy is 0.0098 Eh.

=====

ii | ORCA calculation (the ωB97M-V functional and the def2-TZVPD basis) on one molecule with the formula C2H4N2OS2.

Element x y z (Å)
N  -0.51  -1.88  -1.07
N  0.26  -0.74  -0.77
C  -0.12  0.12  0.17
O  -1.13  -0.03  0.86
C  0.82  1.35  0.40
S  2.17  1.57  -0.46
S  0.29  2.40  1.66
H  -0.59  -2.40  -0.17
H  -1.47  -1.56  -1.31
H  1.08  -0.53  -1.29
H  -0.80  1.70  1.99

The molecular weight is 136.201 g/mol. As for the structure (SMILES): NNC(=O)C(=S)S. The gap between HOMO and LUMO is 8.2 eV. For the HOMO energy, the calculation gives -9.2 eV. The value obtained for the lowest unoccupied orbital energy is -0.0378 Eh.

=====

iii | ORCA calculation (the ωB97M-V functional and the def2-TZVPD basis) on one molecule with the formula C2H4N2OS2.

Element x y z (Å)
O  -2.10  1.44  -1.00
N  -1.17  0.48  -1.25
C  -0.40  0.14  -0.14
N  -0.74  0.09  1.07
S  0.59  -0.25  2.14
C  1.72  -0.93  0.88
S  1.33  -0.18  -0.77
H  -3.01  1.02  -0.98
H  -0.67  0.79  -2.05
H  2.73  -0.61  1.20
H  1.71  -2.00  0.90

The molecular weight is 136.201 g/mol. As for the structure (SMILES): ONC1=NSCS1. The gap between HOMO and LUMO is 8.7 eV. For the HOMO energy, the calculation gives -8.4 eV. The value obtained for the lowest unoccupied orbital energy is 0.0145 Eh.

=====

iv | ORCA calculation (the ωB97M-V functional and the def2-TZVPD basis) on one molecule with the formula C2H4N2OS2.

Element x y z (Å)
O  -1.73  1.49  2.65
N  -1.28  2.34  1.59
C  -0.61  1.71  0.72
N  -0.55  0.31  0.75
S  0.91  -0.48  0.25
C  0.36  -0.97  -1.39
S  1.10  -1.94  -2.55
H  -1.99  2.14  3.46
H  -0.21  2.28  -0.10
H  -1.14  -0.16  1.50
H  -0.60  -0.51  -1.76

The molecular weight is 136.201 g/mol. As for the structure (SMILES): O/N=C\NSC=S. The gap between HOMO and LUMO is 8.4 eV. For the HOMO energy, the calculation gives -8.9 eV. The value obtained for the lowest unoccupied orbital energy is -0.0214 Eh.

=====

Stability, lowest: iv

=====

i | ORCA calculation (the ωB97M-V functional and the def2-TZVPD basis) on one molecule with the formula C6H5BrO.

Element x y z (Å)
Br  3.28  0.30  -0.29
C  1.22  -0.09  0.18
C  0.62  1.26  0.35
C  -0.73  1.31  0.22
C  -1.50  0.09  -0.11
C  -0.97  -1.10  -0.43
C  0.54  -1.25  -0.32
O  0.91  -1.10  1.05
H  1.10  2.20  0.58
H  -1.38  2.10  0.34
H  -2.62  0.02  -0.13
H  -1.70  -1.80  -0.72
H  1.22  -1.94  -0.73

The molecular weight is 173.009 g/mol. As for the structure (SMILES): Br[C@@]12C=CC=C[C@@H]1O2. The gap between HOMO and LUMO is 9.6 eV. For the HOMO energy, the calculation gives -9.5 eV. The value obtained for the lowest unoccupied orbital energy is 0.0030 Eh.

=====

ii | ORCA calculation (the ωB97M-V functional and the def2-TZVPD basis) on a 2-piece molecular cluster, C6H5BrO overall.

Element x y z (Å)
C  0.70  0.18  0.35
C  0.56  -0.98  0.97
C  -0.26  0.27  -0.76
C  -0.41  -1.77  0.14
C  -0.60  1.13  -1.69
C  -0.75  -2.94  0.64
O  -0.93  -0.94  -0.79
Br  2.68  -1.46  -1.86
H  1.44  0.87  0.67
H  1.13  -1.23  1.83
H  -1.35  0.72  -2.49
H  -0.17  2.10  -1.68
H  -0.13  -3.68  0.97

The molecular weight is 173.009 g/mol. The gap between HOMO and LUMO (spin up / spin down) is 8.0 / 4.8 eV. For the HOMO energy (spin up / spin down), the calculation gives -8.3 / -8.3 eV. The value obtained for the lowest unoccupied orbital energy (spin up / spin down) is -0.0118 / -0.1295 Eh.

=====

Stability, lowest: ii

=====

i | ORCA calculation (the ωB97M-V functional and the def2-TZVPD basis) on a 10-piece molecular cluster, C5H27NO11 overall.

Element x y z (Å)
C  2.31  3.33  -0.49
C  2.31  2.22  -1.22
C  2.70  0.80  -0.99
C  1.95  -0.20  -1.88
N  0.98  -0.97  -1.16
C  -0.26  -1.30  -1.58
O  -0.98  -2.06  -0.95
O  -0.61  -0.72  -2.72
H  2.08  4.24  -1.04
H  2.42  3.37  0.57
H  2.20  2.37  -2.29
H  3.76  0.59  -1.02
H  2.43  0.53  0.05
H  2.68  -0.80  -2.43
H  1.41  0.35  -2.64
H  1.29  -1.47  -0.32
H  -1.61  -0.69  -2.80
O  0.68  -0.11  2.28
H  0.44  -0.69  3.02
H  1.22  -0.81  1.81
O  -2.32  0.81  1.05
H  -2.63  1.58  1.54
H  -1.42  1.14  0.90
O  1.69  -2.46  1.10
H  1.19  -3.16  1.54
H  2.62  -2.68  1.27
O  -1.98  -1.81  1.99
H  -1.88  -0.85  1.92
H  -2.93  -1.95  1.93
O  -3.26  -0.60  -3.22
H  -3.74  -0.47  -2.38
H  -3.53  0.12  -3.79
O  -4.17  -0.49  -0.60
H  -3.45  -0.06  -0.11
H  -4.16  -1.42  -0.35
O  -0.59  -3.95  1.13
H  -0.54  -3.57  0.24
H  -1.11  -3.20  1.49
O  1.84  2.27  2.19
H  1.33  1.70  2.78
H  2.40  1.64  1.73
O  -0.58  2.99  1.20
H  -0.26  3.81  1.58
H  0.11  2.60  0.66

The molecular weight is 277.267 g/mol. As for the structure (SMILES): C=CCCNC(=O)O.O.O.O.O.O.O.O.O.O. The gap between HOMO and LUMO is 9.6 eV. For the HOMO energy, the calculation gives -9.4 eV. The value obtained for the lowest unoccupied orbital energy is 0.0070 Eh.

=====

ii | ORCA calculation (the ωB97M-V functional and the def2-TZVPD basis) on a 10-piece molecular cluster, C5H27NO11 overall.

Element x y z (Å)
C  -1.82  3.26  1.61
C  -0.72  2.23  1.98
C  -1.23  0.84  1.72
C  -1.89  0.81  0.36
O  -1.26  0.51  -0.61
N  -0.02  0.04  1.94
C  0.00  -0.90  2.94
O  -0.97  -1.40  3.48
H  -1.51  3.76  0.68
H  -2.87  2.98  1.43
H  -2.01  4.03  2.34
H  0.21  2.55  1.57
H  -0.47  2.45  3.04
H  -1.85  0.72  2.62
H  -3.00  0.93  0.27
H  0.92  0.40  1.68
H  1.09  -1.18  3.15
O  1.17  2.57  -2.83
H  0.41  3.07  -3.11
H  1.60  2.80  -2.01
O  -1.03  -3.38  1.10
H  -0.29  -3.41  1.72
H  -1.31  -2.46  1.11
O  2.52  0.16  3.37
H  3.41  0.08  3.01
H  2.57  0.25  4.33
O  -0.39  0.02  -3.40
H  -0.69  0.12  -2.48
H  0.29  0.73  -3.68
O  2.78  -0.59  0.83
H  2.64  -1.40  1.31
H  3.49  -0.61  0.18
O  -0.88  -2.86  -3.97
H  -0.99  -1.90  -3.99
H  0.05  -3.06  -3.91
O  0.74  -2.79  -1.30
H  -0.01  -2.84  -1.91
H  0.28  -2.60  -0.48
O  -3.52  0.43  -2.98
H  -4.01  -0.40  -2.91
H  -2.62  0.19  -3.27
O  4.06  -1.15  -1.65
H  3.89  -1.93  -1.10
H  3.22  -1.07  -2.13

The molecular weight is 277.267 g/mol. As for the structure (SMILES): CC[C@@H](C=O)NC=O.O.O.O.O.O.O.O.O.O. The gap between HOMO and LUMO is 10.0 eV. For the HOMO energy, the calculation gives -9.9 eV. The value obtained for the lowest unoccupied orbital energy is 0.0007 Eh.

=====

iii | ORCA calculation (the ωB97M-V functional and the def2-TZVPD basis) on a 10-piece molecular cluster, C5H27NO11 overall.

Element x y z (Å)
C  -3.50  -2.01  0.08
N  -3.79  -0.79  -0.02
C  -3.35  0.18  0.98
C  -2.25  -0.21  1.96
C  -0.85  -0.46  1.37
C  -0.37  0.56  0.40
O  -0.95  1.56  0.04
O  0.73  0.16  -0.25
H  -2.99  -2.49  0.93
H  -3.79  -2.67  -0.74
H  -3.10  1.04  0.39
H  -4.23  0.51  1.55
H  -2.29  0.49  2.79
H  -2.65  -1.13  2.41
H  -0.94  -1.46  0.93
H  -0.12  -0.71  2.15
H  0.79  0.76  -1.03
O  2.79  -0.87  2.07
H  3.17  -0.01  2.28
H  2.27  -0.85  1.26
O  2.62  -1.74  -0.69
H  2.00  -1.82  -1.43
H  3.36  -2.35  -0.86
O  -0.29  4.38  -0.12
H  -0.12  3.53  -0.54
H  -1.11  4.25  0.39
O  -2.55  -0.48  -2.97
H  -3.14  -0.33  -2.21
H  -3.14  -0.61  -3.72
O  1.49  3.69  1.81
H  2.28  4.12  2.16
H  1.06  4.34  1.22
O  3.80  1.61  0.49
H  3.26  2.12  1.11
H  3.17  0.98  0.13
O  0.51  -2.38  -2.91
H  -0.28  -2.92  -2.72
H  -0.02  -1.57  -2.77
O  0.32  0.45  -2.92
H  -0.58  0.33  -3.25
H  0.82  0.58  -3.73
O  2.55  -3.74  1.82
H  1.92  -3.20  1.34
H  3.34  -3.19  1.85

The molecular weight is 277.267 g/mol. As for the structure (SMILES): C=NCCCC(=O)O.O.O.O.O.O.O.O.O.O. The gap between HOMO and LUMO is 10.3 eV. For the HOMO energy, the calculation gives -10.2 eV. The value obtained for the lowest unoccupied orbital energy is 0.0010 Eh.

=====

Stability, lowest: ii

=====

i | ORCA calculation (the ωB97M-V functional and the def2-TZVPD basis) on a 2-piece molecular cluster, C15H18O overall.

Element x y z (Å)
C  0.68  -1.63  -3.70
C  1.48  -1.18  -2.45
C  0.83  -0.04  -1.88
C  1.45  0.74  -0.93
C  2.60  0.18  -0.45
O  3.08  0.62  0.72
C  3.31  -0.99  -0.94
C  2.61  -1.69  -1.94
H  1.28  -2.09  -4.33
H  0.09  -0.77  -4.14
H  -0.17  -2.35  -3.44
H  -0.05  0.26  -2.60
H  1.20  1.69  -0.55
H  2.46  1.20  1.27
H  4.09  -1.31  -0.43
H  3.04  -2.65  -2.07
C  -1.32  2.49  -0.17
C  -2.41  1.71  0.54
C  -1.94  0.60  1.47
C  -1.22  -0.51  0.94
C  -0.88  -1.62  1.81
C  -1.01  -1.43  3.18
C  -1.62  -0.32  3.68
C  -2.12  0.76  2.85
H  -1.68  3.23  -0.83
H  -0.52  2.06  -0.73
H  -0.61  2.98  0.63
H  -2.95  2.50  1.10
H  -3.32  1.66  -0.08
H  -0.76  -0.59  -0.03
H  -0.53  -2.53  1.38
H  -0.87  -2.32  3.83
H  -1.64  -0.26  4.85
H  -2.59  1.63  3.43

The molecular weight is 214.308 g/mol. As for the structure (SMILES): Cc1ccc(O)cc1.CCc1ccccc1. The gap between HOMO and LUMO is 8.8 eV. For the HOMO energy, the calculation gives -8.1 eV. The value obtained for the lowest unoccupied orbital energy is 0.0281 Eh.

=====

ii | ORCA calculation (the ωB97M-V functional and the def2-TZVPD basis) on a 2-piece molecular cluster, C15H18O overall.

Element x y z (Å)
C  -0.18  -2.22  -2.24
C  -0.50  -1.55  -0.88
C  0.22  -2.30  0.23
C  -0.39  -2.91  1.31
C  0.36  -3.30  2.41
C  1.73  -3.15  2.48
O  2.48  -3.38  3.58
C  2.37  -2.59  1.38
C  1.61  -2.16  0.30
H  -0.57  -3.23  -2.16
H  0.89  -2.19  -2.46
H  -0.61  -1.66  -3.08
H  -0.19  -0.53  -0.81
H  -1.58  -1.72  -0.76
H  -1.45  -3.11  1.32
H  -0.16  -3.74  3.26
H  2.02  -3.68  4.38
H  3.44  -2.40  1.33
H  2.13  -1.64  -0.49
C  -1.78  5.06  -2.79
C  -1.40  4.10  -1.69
C  -1.90  2.79  -1.73
C  -1.47  1.82  -0.84
C  -0.43  2.09  0.03
C  0.05  3.39  0.08
C  -0.42  4.40  -0.75
H  -2.40  4.55  -3.53
H  -0.89  5.41  -3.30
H  -2.32  5.92  -2.38
H  -2.58  2.56  -2.53
H  -1.93  0.87  -1.05
H  -0.02  1.38  0.73
H  0.90  3.61  0.72
H  -0.06  5.42  -0.69

The molecular weight is 214.308 g/mol. As for the structure (SMILES): CCc1ccc(O)cc1.Cc1ccccc1. The gap between HOMO and LUMO is 9.2 eV. For the HOMO energy, the calculation gives -8.3 eV. The value obtained for the lowest unoccupied orbital energy is 0.0305 Eh.

=====

Stability, lowest: i